(1)
{
  "formula": "C20H26N4O2S2Si2Zr",
  "method": "ωB97M-V with the def2-TZVPD basis set",
  "symbols": ["H", "C", "C", "C", "C", "H", "C", "N", "C", "C", "H", "Zr", "H", "H", "C", "H", "S", "H", "C", "H", "H", "C", "H", "C", "H", "N", "C", "C", "H", "H", "H", "H", "O", "Si", "C", "S", "C", "N", "H", "H", "C", "H", "H", "C", "H", "H", "C", "H", "C", "H", "H", "N", "H", "Si", "C", "O", "H"],
  "xyz": [[-1.238, -2.486, 3.515], [3.394, 0.770, 4.016], [-0.723, 0.506, 3.545], [-2.061, -2.717, -0.429], [-0.043, -1.412, -2.998], [-0.757, 0.490, -5.671], [-0.921, 1.166, -3.654], [4.403, 2.091, 5.958], [3.951, 1.483, 5.097], [0.054, -1.985, -5.348], [2.757, 2.542, 2.997], [-0.346, 0.031, 0.113], [-0.615, -2.837, -5.213], [-2.530, -2.101, -1.199], [-3.827, 1.172, 3.605], [-4.971, -2.206, 1.376], [1.443, 1.735, 0.634], [-4.699, 1.383, 2.994], [2.222, 0.801, 1.895], [-0.849, 2.759, 1.349], [-4.316, -2.380, 2.988], [2.901, -1.307, 2.879], [-4.023, 0.251, 4.142], [-0.641, 0.254, -4.623], [-1.261, 2.163, -3.877], [-0.347, -0.509, -2.033], [3.991, -1.375, 5.044], [2.279, -0.615, 1.842], [-0.963, -0.212, 4.320], [-0.111, -2.385, 2.164], [-0.266, 1.367, 4.027], [-1.944, 3.545, 2.481], [0.345, -2.532, -2.762], [-2.459, -2.044, 1.328], [-1.095, -2.744, 2.472], [1.599, -1.520, 0.501], [2.796, 1.465, 2.972], [-0.221, -0.989, -4.335], [-4.263, -3.733, 1.874], [0.017, 0.048, 2.874], [3.437, -0.638, 3.975], [2.952, -2.385, 2.839], [-2.547, 2.976, 0.939], [-0.773, 0.739, -2.301], [-3.008, 0.156, 0.308], [-1.077, -3.828, 2.403], [-1.865, 2.742, 1.753], [-3.740, 1.969, 4.336], [-2.304, -0.184, 1.079], [1.077, -2.347, -5.233], [-0.085, -1.552, -6.333], [4.416, -2.005, 5.903], [-2.408, -3.734, -0.583], [-2.259, 1.026, 2.516], [-4.166, -2.654, 1.949], [-1.033, 1.444, -1.274], [-0.978, -2.722, -0.598]],
  "charge": 0,
  "lumo_energy_ev": -0.9134,
  "gap_ev": 7.48,
  "e_above_lowest_kj_mol": 82.4,
  "homo_energy_ev": -8.40
}

***

(2)
{
  "formula": "C20H26N5O5Ta",
  "method": "ωB97M-V with the def2-TZVPD basis set",
  "symbols": ["H", "H", "C", "N", "C", "C", "N", "C", "H", "H", "N", "H", "H", "O", "H", "H", "C", "H", "C", "H", "H", "C", "H", "H", "H", "H", "H", "C", "C", "C", "O", "C", "H", "H", "O", "C", "C", "C", "C", "N", "O", "H", "Ta", "H", "H", "C", "C", "C", "H", "N", "C", "H", "C", "H", "H", "H", "O"],
  "xyz": [[3.138, -1.042, 3.494], [-0.297, 0.704, -4.158], [-1.793, 3.006, 3.684], [-2.126, -1.242, 1.174], [2.086, -2.858, -2.129], [3.245, -3.538, -2.481], [0.043, -0.073, 2.889], [-0.713, 3.807, 1.222], [3.246, -4.133, -3.385], [-3.771, -0.737, -3.848], [-1.175, -0.311, -1.765], [-0.270, 4.116, 0.286], [-0.855, -0.960, -4.446], [-0.981, -1.893, 1.127], [-2.177, 2.705, 4.651], [-2.666, 4.956, 3.757], [-1.507, 4.666, 1.973], [-0.691, -1.180, -1.964], [2.122, -2.104, -0.972], [0.595, 0.699, -2.078], [5.287, -2.724, 0.100], [-2.567, 1.493, -2.689], [-0.586, 1.532, -1.274], [1.194, -2.918, -2.735], [0.771, -1.975, 3.452], [-1.763, 0.416, -5.066], [-1.809, 2.277, -2.765], [3.253, -2.047, -0.159], [-0.507, 2.531, 1.705], [-0.550, 0.884, 3.520], [-1.905, 0.011, 0.934], [4.409, -2.754, -0.534], [0.879, -0.736, 4.725], [-3.315, 1.720, -3.448], [1.048, -1.403, -0.558], [-1.023, 2.107, 2.933], [4.403, -3.483, -1.701], [2.300, -0.486, 3.081], [-2.056, 4.267, 3.190], [-0.145, 0.621, -1.378], [0.251, 1.658, 0.959], [-0.600, 0.817, 4.607], [0.227, -0.219, 0.694], [-1.692, 5.668, 1.609], [2.458, 0.579, 3.259], [3.166, -1.417, 1.113], [-3.134, -0.924, -2.984], [-1.178, 0.058, -4.219], [-3.746, -0.872, -2.083], [2.174, -0.731, 1.618], [-2.008, 0.099, -2.938], [-3.061, 1.557, -1.717], [0.965, -0.921, 3.655], [-2.742, -1.939, -3.083], [4.026, -1.572, 1.763], [5.286, -4.027, -2.003], [-3.159, -1.730, 1.385]],
  "charge": 2,
  "lumo_energy_ev": -7.1786,
  "gap_ev": 7.74,
  "e_above_lowest_kj_mol": 73.8,
  "homo_energy_ev": -14.92
}